Entry i
17
Properties=species:S:1:pos:R:3 method="wB97M-V/def2-TZVPD" orbital_gap_ev="7.47 / 7.47" total_charge=0
C -1.196 -1.357 -0.730
C -0.242 0.313 -1.975
C -2.002 1.150 -0.392
C 0.605 0.518 0.717
C -1.129 0.037 -0.936
C 2.106 -1.228 1.171
N -1.273 -2.486 -0.490
N 0.552 0.693 -2.720
N -1.295 1.892 0.669
N -0.277 1.451 1.137
O 0.950 -0.482 1.559
H -2.243 1.944 -1.234
H -2.920 0.753 0.067
H 1.293 0.915 -0.105
H 2.769 -0.513 0.746
H 1.783 -1.886 0.408
H 2.519 -1.712 2.106



Entry ii
17
Properties=species:S:1:pos:R:3 method="wB97M-V/def2-TZVPD" orbital_gap_ev=9.16 total_charge=0 smiles="CC(=O)c1nnc2cc[nH]n12"
C -1.547 0.732 0.686
C -0.104 -0.388 -0.597
C -1.613 1.532 1.883
C -0.332 1.576 2.360
C 1.192 -0.981 -1.018
C 1.095 -1.819 -2.224
N -2.184 0.204 -0.377
N -1.294 -0.438 -1.117
N -0.202 0.390 0.587
N 0.530 0.840 1.634
O 2.269 -0.620 -0.581
H -2.554 1.900 2.133
H -0.011 2.023 3.208
H 0.641 -1.270 -3.117
H 0.593 -2.673 -2.005
H 2.085 -2.041 -2.705
H 1.436 1.034 1.249



Most stable structure, least stable structure: entry ii, entry i.



Entry i
20
Properties=species:S:1:pos:R:3 method="wB97M-V/def2-TZVPD" orbital_gap_ev=5.70 total_charge=-1 smiles="C/C=C/C[C@H](N)C[O-]"
C 1.075 -1.610 -1.421
O 1.510 -2.766 -1.032
C 1.279 -0.613 -0.222
C 0.439 0.620 -0.523
C -1.074 0.532 -0.115
C -1.546 1.188 0.970
C -2.789 0.854 1.597
N 2.711 -0.246 -0.107
H 1.761 -1.192 -2.214
H 0.100 -1.418 -1.792
H 0.919 -1.233 0.711
H 0.338 1.213 -1.534
H 0.875 1.484 -0.052
H -1.616 -0.247 -0.569
H -0.886 2.039 1.426
H -3.595 0.863 0.845
H -2.986 1.513 2.512
H -2.818 -0.137 2.242
H 3.134 0.332 -0.863
H 3.166 -1.176 0.139



Entry ii
20
Properties=species:S:1:pos:R:3 method="wB97M-V/def2-TZVPD" orbital_gap_ev=5.47 total_charge=-1
C 2.542 -1.287 -1.269
O 3.804 -0.916 -1.090
C 1.454 -0.130 -0.664
C 0.361 -0.863 0.121
C -0.774 0.042 0.436
C -0.971 0.708 1.567
N -2.101 1.572 1.873
C -1.788 0.259 -0.649
H 2.193 -2.168 -0.705
H 2.283 -1.332 -2.324
H 2.110 0.417 0.010
H 1.007 0.564 -1.388
H -0.083 -1.642 -0.496
H 0.787 -1.296 1.040
H -0.271 0.763 2.408
H -1.890 2.108 2.710
H -2.380 2.176 1.113
H -2.730 -0.254 -0.326
H -1.528 -0.046 -1.656
H -2.027 1.324 -0.713



Most stable structure, least stable structure: entry ii, entry i.



Entry i
64
Properties=species:S:1:pos:R:3 method="wB97M-V/def2-TZVPD" orbital_gap_ev=7.03 total_charge=0 smiles="CCOCCCn1/c(=N/C(=O)c2ccc(OC)c(OC)c2)c(C#N)cc2c(=O)n3cccc(C)c3nc21"
C -4.427 1.900 0.476
C -4.104 0.793 -0.515
O -3.418 -0.234 0.171
C -2.908 -1.233 -0.674
C -2.118 -2.218 0.184
H -2.775 -2.576 0.977
C -0.901 -1.563 0.839
N 0.186 -1.359 -0.104
C 0.984 -2.409 -0.412
N 0.732 -3.569 0.207
C 1.472 -4.618 -0.063
N 2.510 -4.591 -0.966
C 3.250 -5.703 -1.226
C 2.994 -6.879 -0.604
C 1.940 -6.950 0.330
C 1.184 -5.847 0.606
C 0.057 -5.852 1.582
H -0.098 -6.846 1.990
H 0.269 -5.157 2.393
H -0.854 -5.507 1.099
H 1.733 -7.885 0.827
H 3.591 -7.748 -0.823
H 4.036 -5.555 -1.953
C 2.857 -3.384 -1.671
O 3.784 -3.403 -2.452
C 2.026 -2.264 -1.346
C 2.246 -1.004 -1.943
C 1.443 0.048 -1.619
C 1.691 1.332 -2.150
N 1.951 2.371 -2.558
C 0.341 -0.112 -0.683
N -0.427 0.833 -0.294
C -0.841 1.960 -0.922
O -1.271 1.938 -2.065
C -0.892 3.160 -0.057
C -1.267 4.375 -0.612
C -1.310 5.507 0.176
C -0.990 5.467 1.530
C -0.620 4.233 2.103
C -0.573 3.106 1.293
H -0.287 2.172 1.750
O -0.277 3.991 3.402
C -0.362 4.992 4.390
H -0.087 4.493 5.320
H -1.376 5.389 4.478
H 0.332 5.812 4.200
O -1.017 6.579 2.334
C -1.374 7.816 1.770
H -1.315 8.533 2.588
H -0.680 8.115 0.978
H -2.395 7.802 1.376
H -1.597 6.442 -0.278
H -1.514 4.419 -1.661
H 3.060 -0.901 -2.646
H -1.194 -0.585 1.222
H -0.525 -2.201 1.639
H -1.803 -3.069 -0.421
H -2.270 -0.786 -1.451
H -3.733 -1.760 -1.183
H -3.479 1.184 -1.329
H -5.029 0.388 -0.958
H -4.973 2.694 -0.024
H -3.504 2.305 0.884
H -5.028 1.506 1.291



Entry ii
64
Properties=species:S:1:pos:R:3 method="wB97M-V/def2-TZVPD" orbital_gap_ev=8.04 total_charge=0 smiles="COc1ccc(CC(=O)Nc2c(C(=O)N3CCN(c4ncccn4)CC3)oc3ccccc23)cc1OC"
C -4.165 4.609 0.225
O -2.973 5.096 -0.347
C -2.238 4.332 -1.206
C -1.245 5.034 -1.884
C -0.395 4.417 -2.779
C -0.537 3.064 -3.042
C -1.526 2.352 -2.376
C -2.368 2.951 -1.447
O -3.311 2.246 -0.742
C -3.423 0.861 -0.970
H -2.471 0.346 -0.816
H -4.155 0.506 -0.245
H -3.788 0.651 -1.981
H -1.637 1.300 -2.583
C 0.409 2.361 -3.978
C 1.671 1.991 -3.206
O 2.745 2.506 -3.410
N 1.415 1.037 -2.266
C 2.221 0.435 -1.333
C 1.750 -0.569 -0.495
C 0.396 -1.103 -0.504
O -0.425 -0.620 -1.302
N 0.021 -2.127 0.298
C 0.737 -2.710 1.409
H 1.766 -2.370 1.434
C 0.026 -2.342 2.722
N -1.355 -2.753 2.663
C -1.805 -3.823 3.351
N -3.054 -4.240 3.099
C -3.500 -5.251 3.817
C -2.735 -5.877 4.791
C -1.453 -5.374 4.964
N -0.981 -4.365 4.261
H -0.769 -5.794 5.691
H -3.110 -6.702 5.371
H -4.511 -5.569 3.593
C -2.080 -2.219 1.536
H -3.088 -2.632 1.546
C -1.352 -2.591 0.239
H -1.837 -2.133 -0.623
H -1.348 -3.680 0.122
H -2.124 -1.128 1.630
H 0.499 -2.844 3.565
H 0.065 -1.257 2.865
H 0.724 -3.800 1.291
O 2.748 -1.006 0.344
C 3.852 -0.288 0.047
C 5.092 -0.404 0.657
C 6.094 0.429 0.207
C 5.865 1.348 -0.820
C 4.634 1.464 -1.426
C 3.601 0.632 -0.990
H 4.460 2.171 -2.220
H 6.676 1.983 -1.143
H 7.074 0.370 0.656
H 5.252 -1.119 1.448
H 0.461 0.665 -2.203
H -0.047 1.456 -4.382
H 0.699 3.019 -4.797
H 0.375 4.988 -3.275
H -1.160 6.089 -1.676
H -4.604 5.465 0.739
H -4.860 4.247 -0.536
H -3.974 3.810 0.946



Most stable structure, least stable structure: entry ii, entry i.



Entry i
12
Properties=species:S:1:pos:R:3 method="wB97M-V/def2-TZVPD" orbital_gap_ev=6.02 total_charge=0
C 2.220 -0.416 0.070
C 1.149 0.539 -0.256
C -0.137 0.221 -0.270
C -2.002 -0.898 -0.004
H 2.009 -1.439 0.351
H 1.660 1.500 -0.197
H -1.501 2.105 1.386
H -2.423 -1.864 -0.166
N -1.291 1.064 -0.460
N -2.451 0.279 0.008
O 3.409 -0.033 -0.153
O -0.643 -1.058 -0.309



Entry ii
12
Properties=species:S:1:pos:R:3 method="wB97M-V/def2-TZVPD" orbital_gap_ev=9.54 total_charge=0
C -0.716 0.958 -0.127
C 0.628 0.604 0.109
C 2.112 0.299 -0.029
C 0.489 -0.774 0.036
H -3.150 -1.012 0.492
H -1.246 1.864 -0.080
H 2.636 0.619 -0.945
H 2.551 0.372 0.926
N -1.438 -0.176 -0.058
N -0.721 -1.322 0.005
O -2.912 -0.285 -0.144
O 1.767 -1.148 -0.187



Most stable structure, least stable structure: entry ii, entry i.